Record 1
Below is the molecule C5H8O, with properties calculated with wB97M-V/def2-TZVPD.

Calculated values
Charge = 0
SMILES = O=C1CCCC1
E_HOMO = -9.41 eV
2S+1 = 1
Energy relative to the best compared isomer or geometry (same formula, charge and spin) = 2.1 kJ/mol
HOMO-LUMO gap = 10.40 eV

```
14
Properties=species:S:1:pos:R:3:mulliken_charge:R:1
O -0.615 2.445 -0.401 -0.5720
C -0.322 1.311 -0.110 0.3765
C -1.292 0.185 0.219 -0.5258
C -0.534 -1.068 -0.225 -0.6011
C 0.932 -0.768 0.151 -0.5783
C 1.098 0.748 -0.052 -0.4344
H -1.426 0.179 1.311 0.2423
H -2.268 0.346 -0.243 0.3370
H -0.906 -1.987 0.236 0.3316
H -0.629 -1.185 -1.312 0.2819
H 1.637 -1.357 -0.444 0.3154
H 1.100 -1.029 1.202 0.2669
H 1.642 1.239 0.762 0.2900
H 1.617 1.013 -0.980 0.2699
```

Record 2
Below is a cluster of 2 separate species, C5H8O2 in total, with properties calculated with wB97M-V/def2-TZVPD.

Calculated values
Charge = 0
E_HOMO = -9.16 eV
2S+1 = 1
Energy relative to the best compared isomer or geometry (same formula, charge and spin) = 403.3 kJ/mol
HOMO-LUMO gap = 9.56 eV

```
15
Properties=species:S:1:pos:R:3:mulliken_charge:R:1
O -0.232 3.025 1.708 -0.3299
C -1.000 2.041 1.305 -0.2269
C 0.709 0.050 -0.333 -0.1326
C 0.130 -1.196 0.387 -0.4168
C -0.291 -1.812 -0.974 -0.5049
C 0.395 -0.630 -1.664 0.2705
O 0.608 -0.347 -2.811 -0.5589
H -0.389 3.787 1.127 0.3893
H 0.097 0.954 -0.217 0.0132
H -0.736 1.229 2.025 0.1227
H 1.760 0.299 -0.158 0.3614
H 0.884 -1.783 0.918 0.2510
H -0.699 -0.988 1.068 0.2448
H -1.370 -1.839 -1.155 0.2474
H 0.132 -2.790 -1.226 0.2698
```

Record 3
Below is the molecule C5H8O2 at a distorted geometry, with properties calculated with wB97M-V/def2-TZVPD.

Calculated values
Charge = 0
E_HOMO (alpha / beta) = -7.30 / -7.47 eV
2S+1 = 1
Energy relative to the best compared isomer or geometry (same formula, charge and spin) = 456.9 kJ/mol
HOMO-LUMO gap (alpha / beta) = 7.76 / 8.20 eV

```
15
Properties=species:S:1:pos:R:3:mulliken_charge:R:1
C -1.061 0.393 1.150 -0.9822
C -0.954 -0.317 -1.069 -0.2070
O -0.127 0.568 -1.548 -0.2746
C 0.920 0.894 -0.755 -0.6172
C 1.556 -0.280 -0.081 -0.2034
O 0.644 -1.161 0.518 -0.4364
C -0.710 -0.825 0.324 0.0683
H -0.557 0.396 2.117 0.3387
H -2.156 0.499 1.261 0.3184
H -1.871 -0.433 -1.629 0.4260
H -0.335 1.240 0.533 0.3359
H 1.566 1.623 -1.221 0.3190
H 2.090 -0.879 -0.823 0.2782
H 2.275 0.014 0.682 0.3150
H -1.278 -1.732 0.542 0.3213
```

Record 4
Below is the molecule C5H8O2, with properties calculated with wB97M-V/def2-TZVPD.

Calculated values
Charge = 0
E_HOMO = -8.81 eV
2S+1 = 1
Energy relative to the best compared isomer or geometry (same formula, charge and spin) = 398.2 kJ/mol
HOMO-LUMO gap = 9.55 eV

```
15
Properties=species:S:1:pos:R:3:mulliken_charge:R:1
C 1.435 0.186 1.007 -1.5960
C 0.176 -0.189 0.247 1.6073
C -1.192 0.261 0.750 -0.6792
O -1.681 -1.060 0.360 -0.1910
C -0.456 -1.593 0.244 -0.6731
C 0.265 -0.068 -1.312 -0.7728
O -0.750 0.704 -1.907 -0.5472
H 1.428 -0.234 2.019 0.3693
H 2.335 -0.179 0.502 0.4057
H 1.526 1.277 1.099 0.3463
H -1.713 1.097 0.276 0.3100
H -1.263 0.325 1.837 0.2962
H 0.244 -1.099 -1.701 0.3569
H 1.221 0.360 -1.609 0.4228
H -1.576 0.210 -1.813 0.3447
```

Record 5
Below is the molecule C5H8O2 at a distorted geometry, with properties calculated with wB97M-V/def2-TZVPD.

Calculated values
Charge = 0
SMILES = O=C(O)C1CCC1
E_HOMO = -9.58 eV
2S+1 = 1
Energy relative to the best compared isomer or geometry (same formula, charge and spin) = 491.2 kJ/mol
HOMO-LUMO gap = 10.17 eV

```
15
Properties=species:S:1:pos:R:3:mulliken_charge:R:1
O 1.852 0.499 -1.411 -0.6435
C 1.177 0.144 -0.399 0.5333
O 1.585 -0.382 0.641 -0.4327
C -0.380 0.407 -0.556 -0.3484
C -1.239 -0.977 -0.385 -0.3501
C -1.687 -0.578 1.084 -1.1041
C -1.040 0.919 0.750 -0.5892
H 0.814 -0.399 1.148 0.3480
H -0.535 0.911 -1.400 0.5608
H -2.175 -0.819 -1.204 0.2734
H -0.369 -1.612 -0.406 0.3550
H -2.776 -0.393 1.144 0.2592
H -1.461 -1.085 1.734 0.6485
H -1.742 1.656 0.446 0.3053
H -0.232 1.317 1.733 0.1846
```

Record 6
Below is a structure of composition C5H8O2, with properties calculated with wB97M-V/def2-TZVPD.

Calculated values
Charge = 0
E_HOMO = -7.63 eV
2S+1 = 1
Energy relative to the best compared isomer or geometry (same formula, charge and spin) = 460.5 kJ/mol
HOMO-LUMO gap = 8.36 eV

```
15
Properties=species:S:1:pos:R:3:mulliken_charge:R:1
C -1.900 -0.209 -0.080 -1.3072
C -0.660 0.647 0.038 0.2218
O -0.225 0.748 1.404 -0.3321
C 1.099 1.003 1.164 -0.3499
C 1.213 -1.022 0.026 -1.1246
C 0.626 0.074 -0.547 0.8233
O 0.983 0.615 -1.727 -0.4120
H -1.735 -1.196 0.362 0.3110
H -2.739 0.269 0.434 0.3505
H -2.163 -0.336 -1.135 0.3503
H -0.811 1.650 -0.379 0.3416
H 1.666 0.566 2.018 0.1921
H 2.150 -1.418 -0.355 0.2711
H 0.737 -1.540 0.848 0.3161
H 1.758 0.149 -2.070 0.3482
```

Record 7
Below is the molecule C5H8O2, with properties calculated with wB97M-V/def2-TZVPD.

Calculated values
Charge = 0
SMILES = CCCC(=O)C=O
E_HOMO = -9.75 eV
2S+1 = 1
Energy relative to the best compared isomer or geometry (same formula, charge and spin) = 126.3 kJ/mol
HOMO-LUMO gap = 9.38 eV

```
15
Properties=species:S:1:pos:R:3:mulliken_charge:R:1
C -1.367 0.207 0.564 -0.9674
C -0.844 -0.640 -0.621 -0.5444
C 0.603 -1.104 -0.309 -0.5390
C 1.208 0.021 0.491 0.3485
O 1.506 -0.011 1.665 -0.5413
C 1.272 1.376 -0.233 0.0845
O 1.260 1.473 -1.435 -0.4473
H -0.582 0.426 1.289 0.2931
H -2.092 -0.331 1.170 0.3469
H -1.763 1.175 0.248 0.2749
H -0.842 -0.067 -1.556 0.3044
H -1.499 -1.503 -0.797 0.3690
H 0.610 -2.016 0.294 0.3279
H 1.198 -1.257 -1.215 0.3018
H 1.331 2.250 0.447 0.3885
```

Record 8
Below is a structure of composition C5H8O2 at a distorted geometry, with properties calculated with wB97M-V/def2-TZVPD.

Calculated values
Charge = 0
E_HOMO = -8.38 eV
2S+1 = 1
Energy relative to the best compared isomer or geometry (same formula, charge and spin) = 436.9 kJ/mol
HOMO-LUMO gap = 8.94 eV

```
15
Properties=species:S:1:pos:R:3:mulliken_charge:R:1
C -1.380 1.112 -0.310 -1.4212
C -0.085 0.442 0.024 0.3978
C 0.137 -0.262 1.361 -0.5031
O 1.517 -0.635 1.178 -0.1809
C 1.850 -0.205 -0.067 -0.5238
C 0.636 -0.455 -0.942 0.1089
O 0.242 -1.780 -1.063 -0.5640
H -1.638 1.861 0.443 0.3666
H -1.317 1.592 -1.292 0.3491
H -2.182 0.371 -0.350 0.3367
H -0.510 -1.124 1.539 0.2773
H 0.103 0.410 2.225 0.3106
H 0.835 1.257 0.059 0.2772
H 0.735 -0.043 -1.947 0.4274
H 0.868 -2.281 -0.517 0.3414
```

Record 9
Below is a structure of composition C5H8O2 at a distorted geometry, with properties calculated with wB97M-V/def2-TZVPD.

Calculated values
Charge = 0
E_HOMO (alpha / beta) = -8.06 / -8.06 eV
2S+1 = 1
Energy relative to the best compared isomer or geometry (same formula, charge and spin) = 479.4 kJ/mol
HOMO-LUMO gap (alpha / beta) = 7.11 / 7.12 eV

```
15
Properties=species:S:1:pos:R:3:mulliken_charge:R:1
C -1.066 0.728 0.278 -1.0062
O -1.426 0.700 -1.161 -0.3305
C -0.244 0.308 -1.538 0.1146
C 0.126 -0.953 -0.884 -0.5136
C -0.264 -0.564 0.565 0.1226
C 1.045 0.032 1.187 -0.6910
O 1.434 1.055 0.381 -0.7145
H -1.947 1.073 0.774 0.3793
H -0.198 1.445 0.345 0.5156
H 0.239 0.908 -2.295 0.3857
H 1.169 -1.216 -1.026 0.3050
H -0.530 -1.733 -1.300 0.3067
H -0.774 -1.334 1.152 0.4548
H 0.765 0.336 2.225 0.2970
H 1.812 -0.757 1.287 0.3745
```

Record 10
Below is the molecule C5H8O2, with properties calculated with wB97M-V/def2-TZVPD.

Calculated values
Charge = 0
E_HOMO = -7.98 eV
2S+1 = 1
Energy relative to the best compared isomer or geometry (same formula, charge and spin) = 477.8 kJ/mol
HOMO-LUMO gap = 7.57 eV

```
15
Properties=species:S:1:pos:R:3:mulliken_charge:R:1
O -2.163 1.201 0.421 -0.5314
C -2.152 -0.164 0.775 -0.5110
C -1.040 -0.904 0.061 -0.3867
O 0.156 -0.208 0.478 -0.1667
C 1.192 -0.208 -0.331 0.0797
C 2.426 0.341 -0.067 -0.1694
C 2.549 1.190 1.063 -0.7175
H -1.343 1.621 0.734 0.3347
H -3.116 -0.613 0.497 0.3741
H -1.994 -0.308 1.849 0.2857
H -1.170 -0.806 -1.019 0.3814
H -0.974 -1.978 0.324 0.2792
H 1.020 -0.744 -1.263 0.2897
H 3.188 0.088 -0.835 0.2720
H 3.627 1.438 1.157 0.1861
```